[1]
{"formula": "C5H8F2", "method": "the ωB97M-V functional and the def2-TZVPD basis", "orbital_gap_ev": 10.10, "e_above_lowest_ev": 3.553, "max_force_ev_per_a": 6.48, "homo_energy_ev": -9.007, "elements": ["C", "C", "C", "C", "C", "F", "F", "H", "H", "H", "H", "H", "H", "H", "H"], "coordinates": [[-1.97596, 1.11419, -0.64449], [-0.97866, -0.03896, -0.52640], [-1.80049, 0.36884, 0.62676], [1.29175, -0.51343, 1.26309], [1.01049, 0.24240, -0.02488], [-2.78146, -0.54950, 0.98173], [1.06145, 1.58992, -0.11355], [-1.55414, 2.14307, -0.67951], [-2.63728, 0.98693, -1.35733], [-1.10793, -0.85701, -1.09906], [-1.39393, 0.79606, 1.51855], [1.60553, -1.52674, 0.93298], [0.45460, -0.44858, 1.92261], [2.04863, -0.07693, 1.99378], [1.32017, -0.18379, -0.93012]], "forces_ev_per_angstrom": [[5.15, 1.93, 2.79], [3.92, 3.69, 3.60], [-1.15, -1.93, -1.22], [1.39, 1.12, -0.01], [-4.89, -0.44, -0.74], [-0.37, 0.22, 0.24], [0.74, 0.38, 0.85], [-0.26, -0.71, 0.26], [-3.78, -0.98, -2.85], [-0.63, -2.79, -1.42], [0.35, 0.49, 0.17], [-0.48, 0.54, 0.72], [-1.10, -0.71, 0.13], [-0.15, -0.32, -1.59], [1.27, -0.49, -0.93]]}

***

[2]
{"formula": "C36H25Br2Cl3IrN3O4P", "method": "the ωB97M-V functional and the def2-TZVPD basis", "charge": 1, "orbital_gap_ev": [5.66, 6.61], "max_force_ev_per_a": 0.29, "homo_energy_ev": [-8.303, -11.432], "spin_multiplicity": 5, "elements": ["Ir", "O", "C", "O", "C", "C", "C", "C", "C", "C", "P", "C", "C", "C", "C", "C", "C", "C", "C", "C", "C", "C", "C", "H", "H", "H", "H", "H", "H", "H", "H", "H", "H", "H", "H", "H", "H", "Br", "C", "C", "C", "N", "C", "C", "C", "C", "C", "Br", "C", "C", "N", "H", "H", "H", "H", "H", "H", "Cl", "C", "C", "C", "C", "N", "C", "H", "H", "H", "H", "Cl", "C", "Cl", "C", "O", "O", "H"], "coordinates": [[1.35029, -0.76431, -0.57682], [1.86469, 2.34435, -1.95750], [0.79519, 2.18001, -1.41337], [0.52115, 1.19086, -0.58451], [-0.35534, 3.10903, -1.65257], [-0.14052, 4.29445, -2.34412], [-1.20213, 5.14842, -2.59011], [-2.48067, 4.82098, -2.15388], [-2.70608, 3.63421, -1.47638], [-1.64005, 2.77227, -1.22936], [-1.84969, 1.24362, -0.30972], [-3.29512, 0.38025, -0.88318], [-3.68332, 0.50519, -2.22316], [-4.68998, -0.29877, -2.72771], [-5.29746, -1.24784, -1.91661], [-4.88927, -1.40371, -0.59838], [-3.88136, -0.60851, -0.08590], [-1.98223, 1.65678, 1.43632], [-3.23533, 1.70410, 2.05420], [-3.33572, 2.09890, 3.37920], [-2.19770, 2.45615, 4.08973], [-0.95479, 2.42843, 3.47152], [-0.84410, 2.03092, 2.14874], [0.86136, 4.52466, -2.68222], [-1.03630, 6.07547, -3.12333], [-3.30755, 5.49291, -2.34545], [-3.70484, 3.37964, -1.14357], [-3.19868, 1.22698, -2.86790], [-4.99311, -0.19263, -3.76133], [-6.07705, -1.88170, -2.31833], [-5.34576, -2.16076, 0.02569], [-3.54106, -0.76151, 0.93074], [-4.12919, 1.44542, 1.50453], [-4.30814, 2.13694, 3.85353], [-2.28236, 2.77152, 5.12198], [-0.06809, 2.72910, 4.01761], [0.11727, 2.02962, 1.65818], [7.91677, -0.19490, 0.23572], [6.06796, -0.33168, -0.05970], [5.30737, 0.85782, -0.22714], [3.97000, 0.74075, -0.42737], [3.32706, -0.45951, -0.46739], [4.07287, -1.63424, -0.32528], [5.46490, -1.55042, -0.11078], [3.34316, -2.83689, -0.38907], [3.89705, -4.13766, -0.33931], [3.06808, -5.21790, -0.36273], [3.77159, -6.96074, -0.29657], [1.66928, -5.04551, -0.43809], [1.18597, -3.77058, -0.50817], [1.98066, -2.68417, -0.49434], [5.77660, 1.82951, -0.21856], [3.34369, 1.59841, -0.61028], [6.04356, -2.45304, 0.02422], [4.96804, -4.26878, -0.28736], [0.99550, -5.88822, -0.45243], [0.12147, -3.58850, -0.57722], [2.63343, 1.25958, 4.75223], [1.75875, 0.08251, 3.85086], [0.91082, -0.81529, 4.48077], [0.21496, -1.72239, 3.70065], [0.38776, -1.69931, 2.32831], [1.20275, -0.82496, 1.73804], [1.88375, 0.05131, 2.47407], [0.80253, -0.79624, 5.55695], [-0.45491, -2.44280, 4.14877], [-0.13570, -2.38949, 1.67645], [2.54088, 0.73867, 1.95382], [0.57017, -0.01217, -3.62238], [-0.19397, -1.60861, -3.56290], [1.01906, -2.87129, -3.80397], [-0.95376, -1.87971, -2.24545], [-1.93396, -2.57666, -2.29656], [-0.49675, -1.32678, -1.14754], [-0.90427, -1.66160, -4.37686]], "forces_ev_per_angstrom": [[0.13, 0.02, -0.26], [-0.06, -0.04, 0.05], [0.20, -0.01, -0.15], [-0.03, -0.09, 0.20], [-0.08, -0.02, -0.01], [0.04, -0.03, 0.02], [-0.01, 0.03, 0.01], [-0.03, 0.04, -0.02], [-0.03, -0.07, 0.02], [0.18, -0.03, 0.01], [-0.11, 0.11, 0.04], [0.16, -0.04, -0.07], [-0.02, 0.03, 0.00], [-0.01, 0.00, -0.03], [0.00, 0.01, -0.02], [0.01, -0.01, 0.03], [-0.01, -0.09, 0.04], [-0.17, 0.00, -0.06], [0.04, -0.03, 0.10], [-0.01, 0.00, 0.00], [-0.01, 0.00, 0.00], [0.04, 0.03, 0.02], [0.00, 0.01, 0.02], [-0.03, -0.01, 0.01], [0.00, -0.02, 0.01], [0.02, -0.02, 0.01], [0.00, -0.01, 0.00], [0.01, 0.04, 0.00], [0.00, 0.00, 0.03], [0.01, 0.01, 0.01], [0.01, 0.02, -0.01], [-0.01, -0.01, -0.01], [-0.01, 0.02, 0.00], [0.03, 0.00, -0.01], [0.01, -0.01, -0.02], [-0.04, -0.02, -0.02], [0.07, -0.02, -0.03], [-0.05, -0.01, -0.01], [-0.01, -0.08, 0.01], [-0.05, 0.08, 0.01], [0.03, 0.03, -0.07], [-0.18, -0.01, 0.03], [-0.05, -0.10, 0.02], [0.12, 0.02, 0.02], [0.01, 0.11, 0.00], [0.05, -0.04, 0.01], [-0.01, 0.01, 0.00], [-0.01, 0.05, 0.00], [0.01, -0.05, 0.01], [-0.10, 0.03, -0.03], [0.01, 0.01, 0.04], [-0.01, -0.02, 0.00], [-0.02, 0.08, 0.00], [-0.01, 0.04, -0.01], [-0.04, 0.00, -0.01], [0.01, 0.01, 0.00], [0.01, 0.02, -0.03], [0.03, 0.00, 0.01], [-0.05, -0.01, 0.01], [0.02, 0.04, 0.01], [-0.01, -0.02, 0.00], [-0.05, -0.02, -0.02], [-0.09, -0.01, -0.03], [0.04, -0.01, -0.04], [0.00, 0.00, -0.01], [0.01, 0.01, 0.00], [0.01, 0.04, 0.03], [-0.02, -0.01, 0.02], [0.00, 0.00, 0.05], [-0.07, 0.05, 0.12], [0.03, -0.10, 0.02], [0.05, 0.08, -0.02], [-0.01, 0.06, 0.07], [0.16, 0.01, -0.02], [-0.04, -0.07, -0.05]]}